ORCA calculation (wB97M-V/def2-TZVPD) on a cluster of 11 separate species, C66H154O33 in total at a distorted geometry.

Summary:
- SMILES string: COCCOCCOC.COCCOCCOC.COCCOCCOC.COCCOCCOC.COCCOCCOC.COCCOCCOC.COCCOCCOC.COCCOCCOC.COCCOCCOC.COCCOCCOC.COCCOCCOC
- ΔE to the lowest compared entry with this formula, charge and spin: 2.560 eV
- LUMO energy: 0.58 eV
- Maximum force: 3.10 eV/Å
- Highest occupied orbital energy: -9.06 eV

```
253
C66H154O33 (wB97M-V/def2-TZVPD)
C -3.559 -2.506 -3.775
O -2.439 -1.730 -4.234
C -2.646 -1.052 -5.433
C -1.336 -0.661 -6.071
O -0.858 -1.833 -6.771
C 0.368 -1.820 -7.429
C 1.558 -2.161 -6.489
O 2.045 -1.073 -5.731
C 2.833 -0.184 -6.533
H -4.448 -1.939 -3.601
H -3.265 -3.055 -2.812
H -3.857 -3.308 -4.537
H -3.220 -0.195 -5.180
H -3.301 -1.696 -6.052
H -0.591 -0.280 -5.389
H -1.482 0.183 -6.778
H 0.572 -0.777 -7.841
H 0.282 -2.607 -8.220
H 2.321 -2.568 -7.146
H 1.190 -2.921 -5.859
H 3.047 0.657 -5.840
H 2.387 0.222 -7.476
H 3.769 -0.663 -6.764
C -7.460 0.445 -2.000
O -8.462 0.612 -1.021
C -8.050 0.055 0.210
C -8.015 -1.467 0.279
O -6.830 -1.957 -0.389
C -6.841 -3.369 -0.045
C -5.459 -3.962 -0.386
O -4.588 -3.686 0.723
C -3.276 -4.047 0.515
H -7.145 -0.541 -2.328
H -6.550 1.002 -1.789
H -7.871 0.807 -2.928
H -8.739 0.488 0.956
H -7.015 0.440 0.334
H -8.907 -1.977 -0.079
H -7.844 -1.749 1.334
H -7.663 -3.840 -0.622
H -7.033 -3.530 1.031
H -4.998 -3.368 -1.194
H -5.437 -5.035 -0.677
H -2.745 -3.592 -0.359
H -3.117 -5.160 0.393
H -2.780 -3.689 1.452
C 6.186 0.003 0.467
O 7.262 0.302 -0.315
C 8.041 -0.726 -0.833
C 9.445 -0.197 -1.039
O 10.033 -0.014 0.231
C 11.234 0.691 0.202
C 11.936 0.580 1.542
O 12.579 -0.636 1.698
C 11.760 -1.591 2.279
H 6.380 -0.761 1.213
H 5.355 -0.307 -0.152
H 5.836 0.865 0.994
H 7.664 -1.102 -1.764
H 8.095 -1.529 -0.110
H 9.337 0.699 -1.600
H 10.058 -0.938 -1.613
H 11.123 1.808 0.037
H 11.927 0.248 -0.538
H 11.173 0.816 2.326
H 12.709 1.367 1.605
H 12.375 -2.333 2.721
H 11.011 -2.004 1.580
H 11.217 -1.123 3.115
C 2.324 1.051 1.199
O 3.180 0.736 2.224
C 2.570 0.876 3.506
C 3.644 0.407 4.513
O 3.621 -0.993 4.484
C 4.618 -1.667 3.711
C 4.358 -3.164 3.883
O 4.446 -3.506 5.214
C 4.585 -4.944 5.479
H 2.904 1.342 0.303
H 1.680 1.909 1.460
H 1.673 0.229 0.838
H 1.632 0.323 3.598
H 2.370 1.930 3.736
H 3.285 0.674 5.518
H 4.637 0.877 4.395
H 5.637 -1.402 3.990
H 4.478 -1.530 2.618
H 5.078 -3.737 3.256
H 3.342 -3.411 3.527
H 3.846 -5.606 4.954
H 4.435 -5.096 6.533
H 5.576 -5.302 5.221
C 3.964 3.812 -2.216
O 5.323 3.862 -2.657
C 5.860 2.620 -3.070
C 7.259 2.846 -3.777
O 7.989 1.630 -3.775
C 9.343 1.696 -4.321
C 9.752 0.290 -4.752
O 9.195 -0.062 -6.013
C 9.722 -1.197 -6.586
H 3.367 3.271 -2.904
H 3.581 4.823 -2.116
H 4.008 3.308 -1.250
H 5.241 2.036 -3.745
H 6.104 2.050 -2.225
H 7.737 3.600 -3.148
H 7.152 3.284 -4.757
H 10.065 2.010 -3.522
H 9.368 2.413 -5.108
H 9.532 -0.495 -3.972
H 10.862 0.326 -4.905
H 9.725 -1.034 -7.621
H 9.098 -2.123 -6.337
H 10.786 -1.305 -6.290
C 6.710 -4.604 -1.970
O 6.092 -4.665 -0.685
C 5.632 -3.308 -0.223
C 4.250 -3.440 0.289
O 3.364 -3.265 -0.846
C 2.037 -3.718 -0.805
C 1.610 -3.934 -2.240
O 0.358 -4.580 -2.138
C -0.407 -4.521 -3.336
H 7.427 -3.793 -2.078
H 5.895 -4.478 -2.695
H 7.261 -5.521 -2.166
H 5.767 -2.597 -1.042
H 6.305 -3.111 0.598
H 4.058 -2.614 0.953
H 4.043 -4.461 0.668
H 1.353 -3.013 -0.343
H 1.988 -4.700 -0.260
H 2.332 -4.555 -2.796
H 1.498 -2.938 -2.636
H -1.466 -4.839 -3.167
H 0.038 -5.206 -4.104
H -0.431 -3.468 -3.711
C -1.762 4.012 2.754
O -0.744 4.183 1.791
C -1.285 4.396 0.500
C -0.158 4.459 -0.487
O 0.765 5.545 -0.384
C 1.820 5.279 0.554
C 2.561 6.565 0.633
O 1.892 7.550 1.338
C 2.797 8.626 1.580
H -1.222 3.943 3.695
H -2.426 3.161 2.617
H -2.392 4.904 2.818
H -1.899 5.329 0.540
H -1.939 3.617 0.145
H -0.574 4.537 -1.488
H 0.377 3.456 -0.572
H 2.549 4.557 0.186
H 1.328 4.948 1.473
H 2.698 6.910 -0.379
H 3.610 6.354 1.086
H 3.166 9.187 0.668
H 3.719 8.226 2.040
H 2.377 9.362 2.204
C 0.051 -0.885 6.169
O -0.872 0.221 6.019
C -2.122 -0.185 5.544
C -2.999 1.047 5.622
O -4.021 1.040 4.654
C -5.022 2.095 4.781
C -5.979 2.169 3.603
O -6.916 1.148 3.636
C -7.726 1.005 4.793
H 0.143 -1.496 5.228
H -0.331 -1.532 7.050
H 1.046 -0.531 6.496
H -2.572 -1.021 6.157
H -2.040 -0.539 4.485
H -2.276 1.851 5.375
H -3.374 1.215 6.648
H -4.602 3.129 4.879
H -5.513 1.967 5.745
H -5.311 1.973 2.699
H -6.491 3.168 3.512
H -7.109 0.565 5.641
H -8.431 0.270 4.433
H -8.204 1.935 5.102
C -3.098 2.994 -5.787
O -2.649 2.314 -4.619
C -3.587 2.067 -3.567
C -3.794 3.353 -2.759
O -4.799 3.194 -1.761
C -4.939 4.427 -1.026
C -5.825 4.126 0.187
O -6.010 5.256 0.999
C -5.019 5.480 2.020
H -4.172 2.842 -5.956
H -2.625 2.525 -6.644
H -2.745 4.059 -5.837
H -3.117 1.288 -3.018
H -4.553 1.698 -3.953
H -4.112 4.120 -3.470
H -2.829 3.641 -2.286
H -5.390 5.171 -1.676
H -3.961 4.737 -0.684
H -5.432 3.195 0.665
H -6.818 3.866 -0.248
H -5.451 6.272 2.652
H -4.148 5.951 1.591
H -4.688 4.502 2.515
C -4.788 -1.453 2.807
O -5.624 -2.603 3.149
C -6.738 -2.308 4.068
C -7.570 -3.640 4.187
O -8.280 -3.650 5.430
C -9.381 -4.590 5.302
C -10.706 -3.989 4.741
O -10.571 -3.382 3.449
C -10.683 -4.362 2.445
H -3.901 -1.515 3.500
H -5.410 -0.564 3.050
H -4.522 -1.430 1.748
H -7.311 -1.516 3.627
H -6.312 -1.942 5.012
H -6.872 -4.487 4.176
H -8.264 -3.790 3.399
H -9.532 -4.994 6.325
H -9.079 -5.491 4.724
H -11.035 -3.145 5.367
H -11.408 -4.838 4.736
H -11.558 -4.989 2.625
H -9.789 -4.991 2.414
H -10.740 -3.872 1.499
C 1.360 0.193 -2.356
O 0.654 -0.663 -1.448
C -0.728 -0.456 -1.543
C -1.149 1.000 -1.211
O -0.649 1.407 0.046
C -1.143 0.736 1.164
C -2.664 0.836 1.283
O -3.345 -0.128 0.456
C -4.543 0.499 0.180
H 1.310 1.235 -2.006
H 0.875 0.174 -3.352
H 2.410 -0.152 -2.408
H -1.117 -1.099 -0.764
H -1.145 -0.691 -2.490
H -2.206 1.073 -1.183
H -0.692 1.680 -1.926
H -0.821 1.296 2.042
H -0.720 -0.211 1.330
H -2.871 1.783 0.887
H -2.996 0.834 2.330
H -4.411 1.447 -0.376
H -4.935 0.800 1.145
H -5.174 -0.213 -0.349
```